# CHI2PS

CHI2PS as an isolated structure at a distorted geometry (the ωB97M-V functional and the def2-TZVPD basis, OMol25).

Calculated values
**DFT total energy**: -37375.061 eV
**Energy above the lowest of the compared OMol25 structures with the same formula, charge and spin**: 61.6 kcal/mol
**Frontier orbital gap (alpha / beta)**: 7.568 / 5.429 eV
**HOMO energy (alpha / beta)**: -8.83 / -7.35 eV

ORCA input file:
```
! RIJCOSX wB97M-V def2-TZVPD def2/J DEFGRID3
* xyz 0 1
C -0.981 -0.632 -0.648
P -5.402 1.243 -0.169
S -5.627 -0.558 -0.656
I -2.168 0.681 0.602
I -0.697 -2.547 0.003
H -1.561 -0.553 -1.534
*
```

=====

# C6H12O

A 2-piece molecular cluster, C6H12O overall at a distorted geometry (the ωB97M-V functional and the def2-TZVPD basis, OMol25).

Calculated values
**DFT total energy**: -8460.197 eV
**Energy above the lowest of the compared OMol25 structures with the same formula, charge and spin**: 95.9 kcal/mol
**Frontier orbital gap**: 7.006 eV
**HOMO energy**: -7.21 eV

ORCA input file:
```
! RIJCOSX wB97M-V def2-TZVPD def2/J DEFGRID3
* xyz 0 1
C -0.373 -1.012 -1.965
C -0.393 -0.548 -0.701
C -1.532 -0.992 0.210
C 0.782 -0.012 -0.044
C 1.948 0.296 -0.759
C 0.890 0.083 1.443
H 0.383 -0.737 -2.687
H -1.222 -1.623 -2.248
H -1.681 -0.395 1.104
H -1.316 -2.027 0.474
H -2.489 -1.008 -0.317
H 2.331 1.310 -0.652
H 2.726 -0.395 -1.058
H 0.100 0.590 2.002
H 1.850 0.297 1.902
H 0.713 -0.961 1.756
O -0.608 2.493 0.756
H -0.549 2.110 -0.126
H -1.560 2.533 0.910
*
```

=====

# C27H33F5N2O19

A 6-piece molecular cluster, C27H33F5N2O19 overall at a distorted geometry (the ωB97M-V functional and the def2-TZVPD basis, OMol25).

Calculated values
**DFT total energy**: -83998.528 eV
**Energy above the lowest of the compared OMol25 structures with the same formula, charge and spin**: 84.2 kcal/mol
**Frontier orbital gap**: 9.299 eV
**HOMO energy**: -9.01 eV

ORCA input file:
```
! RIJCOSX wB97M-V def2-TZVPD def2/J DEFGRID3
* xyz 0 1
C -2.627 -1.011 -1.628
C -2.327 0.541 -1.230
O -0.998 0.822 -1.723
C -0.847 2.173 -2.202
C 0.032 2.310 -3.551
O -0.350 1.423 -4.616
C 0.181 0.106 -4.526
O 1.140 -0.137 -3.478
C 1.172 -1.519 -3.106
O 0.976 -2.461 -3.918
N 1.504 -1.828 -1.698
C 2.411 -3.011 -1.599
C 2.026 -0.638 -0.993
C 1.180 -0.077 0.198
C 1.723 1.210 0.903
C 3.048 1.788 0.359
N 3.862 1.277 -0.694
C 3.338 0.110 -1.322
H -3.606 -1.397 -1.195
H -2.582 -1.050 -2.780
H -1.721 -1.639 -1.278
H -3.146 1.224 -1.632
H -2.289 0.538 -0.071
H -0.255 2.753 -1.392
H -1.818 2.752 -2.354
H 1.169 2.355 -3.341
H -0.210 3.376 -3.934
H -0.700 -0.631 -4.390
H 0.669 -0.167 -5.537
H 1.816 -3.976 -1.777
H 2.899 -3.105 -0.568
H 3.252 -2.992 -2.373
H 0.209 -0.599 0.493
H 1.115 1.666 1.758
H 3.423 2.751 0.869
H 3.969 -0.334 -2.179
O -1.043 -0.243 2.688
C -0.769 -1.353 3.052
O -1.317 -1.954 4.145
C -0.839 -3.292 4.157
C 0.422 -3.190 3.361
F 0.662 -4.337 2.681
O 0.133 -2.167 2.428
H -1.581 -3.947 3.691
H -0.660 -3.635 5.176
H 1.303 -2.915 3.947
O -0.379 5.971 -3.487
C 0.810 5.853 -3.475
O 1.478 4.914 -2.745
C 2.848 5.017 -3.106
C 2.940 6.421 -3.615
F 3.873 6.524 -4.594
O 1.666 6.643 -4.183
H 3.077 4.274 -3.875
H 3.495 4.843 -2.245
H 3.132 7.168 -2.840
O 0.219 -4.658 7.853
C -0.920 -5.024 7.821
O -1.464 -5.912 8.699
C -2.854 -5.977 8.406
C -2.900 -5.529 6.980
F -4.053 -4.876 6.715
O -1.830 -4.607 6.896
H -3.398 -5.306 9.076
H -3.236 -6.990 8.537
H -2.753 -6.331 6.251
O 8.001 5.727 -9.625
C 7.139 5.379 -8.874
O 6.256 6.229 -8.276
C 5.322 5.418 -7.577
C 6.091 4.153 -7.364
F 5.267 3.077 -7.365
O 6.921 4.085 -8.505
H 4.433 5.272 -8.197
H 5.022 5.886 -6.638
H 6.707 4.147 -6.460
O -5.829 -4.244 8.176
C -6.569 -3.596 7.496
O -6.194 -2.956 6.353
C -7.378 -2.420 5.779
C -8.287 -2.313 6.962
F -9.579 -2.495 6.601
O -7.889 -3.400 7.773
H -7.756 -3.107 5.017
H -7.185 -1.452 5.313
H -8.187 -1.379 7.523
*
```

=====

# C2H2F3IO

A 2-piece molecular cluster, C2H2F3IO overall at a distorted geometry (the ωB97M-V functional and the def2-TZVPD basis, OMol25).

Calculated values
**DFT total energy**: -20404.300 eV
**Energy above the lowest of the compared OMol25 structures with the same formula, charge and spin**: 59.8 kcal/mol
**Frontier orbital gap**: 9.160 eV
**HOMO energy**: -8.93 eV

ORCA input file:
```
! RIJCOSX wB97M-V def2-TZVPD def2/J DEFGRID3
* xyz 0 1
C 1.792 -0.749 0.930
C -0.849 1.591 0.200
O 1.139 -1.535 0.268
F -1.805 0.609 0.014
F -1.435 2.752 -0.212
F 0.203 1.343 -0.522
I 3.182 0.470 -0.184
H -0.628 1.570 1.193
H 1.250 -1.511 -0.680
*
```